# 1
Below is C25H19Cl3MoO2PS4SiTe as an isolated structure, with properties calculated with ωB97M-V/def2-TZVPD.

Geometry (Å):
Mo: 0.07513 -0.24056 -0.09166
O: 0.96000 -3.34670 -0.73756
C: 0.25339 -2.63308 -1.42526
O: -0.74487 -1.92328 -0.90640
C: 0.43702 -2.41449 -2.88325
C: 0.97949 -3.42299 -3.66703
C: 1.09693 -3.24524 -5.03696
C: 0.68129 -2.05509 -5.61540
C: 0.16832 -1.03270 -4.82757
C: 0.05387 -1.19424 -3.45267
P: -0.59137 0.18330 -2.43624
C: -2.33097 0.26719 -2.92019
C: -2.73236 1.06248 -3.99337
C: -4.06166 1.07675 -4.38652
C: -4.99295 0.29346 -3.72044
C: -4.59052 -0.52184 -2.67319
C: -3.26380 -0.54252 -2.27588
C: 0.24829 1.66890 -3.05246
C: 1.53522 1.56539 -3.58212
C: 2.25438 2.70498 -3.90132
C: 1.70325 3.96097 -3.68487
C: 0.43082 4.07211 -3.14687
C: -0.29478 2.93307 -2.82684
H: 1.28564 -4.34699 -3.19489
H: 1.50465 -4.03525 -5.65246
H: 0.76157 -1.91398 -6.68490
H: -0.12706 -0.10168 -5.29535
H: -2.01947 1.67738 -4.52557
H: -4.36488 1.70095 -5.21628
H: -6.03116 0.31073 -4.02364
H: -5.31144 -1.14703 -2.16370
H: -2.95462 -1.19924 -1.47589
H: 1.98230 0.59446 -3.75636
H: 3.24640 2.61118 -4.32235
H: 2.26590 4.85017 -3.93508
H: -0.00637 5.04611 -2.97235
H: -1.28347 3.03940 -2.40310
S: 2.18598 0.31524 -0.42232
S: 1.56535 1.27880 1.30822
S: 2.21298 0.22210 2.99420
S: 0.52308 -0.70712 3.64769
Cl: -1.22561 2.52416 2.32150
Si: -1.58078 1.38469 0.65524
Cl: -2.53305 -0.39771 1.19205
Cl: -2.94457 2.51266 -0.38032
Te: 0.30013 -2.31306 1.83827
C: 2.20414 -3.14393 2.12635
C: 2.33041 -4.01406 3.20434
C: 3.56454 -4.58118 3.48305
C: 4.65857 -4.29165 2.68118
C: 4.52249 -3.43777 1.59572
C: 3.29449 -2.85967 1.31516
H: 1.48085 -4.25163 3.83357
H: 3.66689 -5.25288 4.32440
H: 5.61954 -4.73916 2.89642
H: 5.37337 -3.22181 0.96378
H: 3.18760 -2.20714 0.45904

Output
- Charge: +1
- Gap between HOMO and LUMO (alpha / beta): 6.81 / 6.70 eV

---

# 2
Below is C25H19FMoN5Se as an isolated structure, with properties calculated with ωB97M-V/def2-TZVPD.

Geometry (Å):
Mo: 0.31411 -0.13636 0.02769
C: 4.29321 -3.36188 -2.15773
C: 3.20301 -4.09343 -1.70316
C: 2.30178 -3.52780 -0.81539
C: 2.49472 -2.21977 -0.38810
C: 3.59130 -1.48935 -0.82324
C: 4.48877 -2.06230 -1.71289
N: 1.53840 -1.59885 0.48388
C: 1.23560 -2.24841 1.70533
C: 2.08303 -3.11456 2.38176
C: 1.67582 -3.63545 3.60006
C: 0.43771 -3.31104 4.15332
C: -0.41593 -2.45074 3.48833
C: -0.00017 -1.93115 2.27259
N: -0.75731 -1.03829 1.47033
N: -1.96408 -0.78907 1.79142
C: -2.50423 0.09573 0.89248
C: -3.84482 0.47552 1.00446
C: -4.34925 1.37922 0.10809
C: -3.50933 1.89761 -0.88603
C: -2.20888 1.47978 -0.95418
N: -1.69149 0.58000 -0.08043
H: 4.99193 -3.80686 -2.85273
H: 3.05074 -5.10896 -2.04319
H: 1.44712 -4.09101 -0.46123
H: 3.75536 -0.48808 -0.44122
H: 5.34728 -1.49555 -2.04708
H: 3.04718 -3.36644 1.96188
H: 2.33623 -4.30671 4.13217
H: 0.14670 -3.72997 5.10603
H: -1.38099 -2.17484 3.88877
H: -4.43592 0.04436 1.79898
H: -5.38225 1.69278 0.16865
H: -3.86961 2.62456 -1.59922
H: -1.52886 1.86422 -1.70074
F: 1.09902 3.28426 -6.53449
C: 1.02054 2.61094 -5.38761
C: 1.77622 3.04220 -4.31117
C: 1.69198 2.34137 -3.12392
C: 0.86415 1.21563 -3.03341
C: 0.76091 0.49884 -1.78652
C: 0.11410 0.80475 -4.14249
C: 0.18432 1.50641 -5.32753
H: 2.40854 3.91265 -4.41336
H: 2.25077 2.67646 -2.25895
H: 1.65384 0.60626 -1.05510
H: 0.44380 -0.59339 -1.87753
H: -0.52102 -0.07041 -4.07222
H: -0.38072 1.21387 -6.20097
Se: 0.81068 1.53500 1.87689
C: 1.86120 2.58488 0.77811
N: 2.51983 3.21938 0.07655

Output
- Charge: +1
- Gap between HOMO and LUMO (alpha / beta): 6.80 / 6.80 eV

---

# 3
Below is C25H19MnN2O5P as an isolated structure, with properties calculated with ωB97M-V/def2-TZVPD.

Geometry (Å):
Mn: 0.00677 -0.17075 0.24100
O: 0.09966 1.99439 5.85197
C: 0.03222 1.48953 4.60085
C: -0.57111 0.26337 4.32139
C: -0.57969 -0.16473 3.01029
N: -0.02673 0.57322 2.06110
C: 0.52573 1.75595 2.29828
C: 0.59203 2.26059 3.57407
C: 1.04359 2.39236 0.99298
O: 1.83640 3.31190 1.04385
O: 0.65898 1.75151 -0.06560
C: -1.19163 -1.45411 2.45548
O: -1.71697 -2.24386 3.21350
O: -1.08976 -1.53660 1.16645
H: -0.32300 1.39180 6.47414
H: -1.01944 -0.35387 5.09004
H: 1.05427 3.21617 3.77460
N: -0.06274 -0.57657 -1.84760
C: 0.77463 -1.62925 -2.38624
C: 0.40001 -2.29403 -3.54425
C: 1.21290 -3.28982 -4.06280
C: 2.40317 -3.61736 -3.42792
C: 2.75512 -2.97224 -2.25319
C: 1.94285 -1.97715 -1.71778
P: 2.22809 -1.16668 -0.11769
C: 3.35264 -2.25067 0.80460
C: 2.79864 -3.18072 1.68308
C: 3.62015 -4.01958 2.42080
C: 4.99877 -3.92568 2.29040
C: 5.55583 -2.99296 1.42602
C: 4.73725 -2.15357 0.68514
C: 3.27027 0.26023 -0.56004
C: 3.65810 1.10008 0.48759
C: 3.85827 2.45018 0.27105
C: 4.07616 2.85421 -1.05157
C: 3.87266 1.98395 -2.10453
C: 3.41452 0.68719 -1.87282
H: -0.98359 -0.63450 -2.26927
H: 0.32770 0.33926 -2.08528
H: -0.52976 -2.03657 -4.03828
H: 0.91585 -3.80738 -4.96518
H: 3.04460 -4.38661 -3.83642
H: 3.66626 -3.24734 -1.73601
H: 1.72064 -3.24636 1.78557
H: 3.18551 -4.74024 3.10078
H: 5.64162 -4.57979 2.86523
H: 6.63117 -2.91614 1.33010
H: 5.16862 -1.42124 0.01429
H: 3.55021 0.74326 1.50970
H: 4.45794 2.96712 1.01104
H: 4.34432 3.88496 -1.24750
H: 4.04695 2.31886 -3.11990
H: 3.17348 0.03453 -2.70268

Output
- Gap between HOMO and LUMO (alpha / beta): 8.64 / 8.29 eV
- 2S+1: 2

---

# 4
Below is C25H19N8O3S4Y as an isolated structure, with properties calculated with ωB97M-V/def2-TZVPD.

Geometry (Å):
Y: 0.03698 -0.35102 0.86291
N: -2.00469 0.44943 4.01232
C: -2.26882 -0.69159 3.35265
N: -1.43622 -1.23200 2.46810
C: -1.96382 -2.44341 1.99146
C: -3.19521 -2.74919 2.44382
S: -3.73887 -1.55165 3.55967
C: -1.10826 -3.26186 1.11772
C: -1.36313 -4.50455 0.65944
S: -0.06242 -5.05979 -0.32347
C: 0.75440 -3.57915 -0.06838
N: 0.11829 -2.72522 0.71429
N: 1.93947 -3.29266 -0.65722
H: -1.03335 0.71227 4.18107
H: -2.65782 0.76685 4.70989
H: -3.80048 -3.60722 2.21482
H: -2.21782 -5.12612 0.85091
H: 2.43898 -4.02326 -1.13947
H: 2.53173 -2.60901 -0.20907
N: 0.87487 -0.53635 -3.53687
C: 0.49879 -1.81002 -4.05453
C: 1.19463 -2.36404 -5.11105
C: 0.83845 -3.62583 -5.56950
C: -0.17816 -4.33626 -4.94881
C: -0.84865 -3.78558 -3.86468
C: -0.52502 -2.50754 -3.43091
S: -1.47098 -1.72715 -2.17298
N: -0.27391 -0.68803 -1.48595
C: 0.63724 -0.18676 -2.25615
C: 1.58714 0.81909 -1.66997
C: 2.05112 1.88996 -2.40848
C: 2.98003 2.74325 -1.82195
C: 3.40551 2.49505 -0.52829
C: 2.85439 1.42257 0.15494
N: 1.95662 0.59364 -0.39293
H: 1.67242 -0.10121 -3.97660
H: 2.00089 -1.82000 -5.58470
H: 1.36157 -4.05061 -6.41343
H: -0.45283 -5.31705 -5.30914
H: -1.64117 -4.33377 -3.37430
H: 1.68449 2.07502 -3.40880
H: 3.36132 3.59311 -2.37187
H: 4.12706 3.12576 -0.03257
H: 3.12278 1.23931 1.18925
O: 0.68053 1.77593 4.48493
S: 0.94718 2.46103 3.25093
O: 2.28589 2.85201 2.93552
N: 0.35851 1.51728 2.02994
C: -0.75587 2.08201 1.46831
O: -1.38405 1.45009 0.58500
C: -1.08871 3.41671 1.99460
C: -2.11083 4.27051 1.61249
C: -2.19999 5.48836 2.27452
C: -1.29704 5.82735 3.28030
C: -0.27192 4.96700 3.66587
C: -0.19899 3.76437 2.99478
H: -2.80434 3.99306 0.83239
H: -2.97824 6.18904 2.00969
H: -1.39518 6.78374 3.77430
H: 0.42550 5.23406 4.44525

Output
- Charge: +2
- Gap between HOMO and LUMO: 7.46 eV